No. 1
A molecular structure, C26H43Cl36FIN2O2 at a distorted geometry. Source: the OMol25 dataset; level of theory: ωB97M-V/def2-TZVPD.

```
111
Properties=species:S:1:pos:R:3:forces:R:3:mulliken_charge:R:1
I 0.11540 -5.09122 1.90062 -2.106 1.387 -0.032 0.3726
Cl -0.92761 2.32479 -7.43456 0.024 0.031 0.026 -0.1294
Cl -4.26198 1.01693 5.92931 -0.176 0.008 0.166 -0.1307
Cl 0.35006 9.09966 -0.40851 0.035 -0.092 0.015 -0.1630
Cl -5.05379 3.64401 1.12067 -0.195 -0.072 0.076 -0.0727
Cl -0.38208 -7.19895 3.96731 -0.233 -0.831 0.191 -0.1544
Cl -0.91396 5.88406 1.02392 0.071 -0.033 0.043 -0.1371
Cl -1.81350 0.82135 2.51150 -0.048 -0.002 0.032 -0.1488
Cl -3.57666 -4.03641 5.52536 0.056 -0.089 0.011 -0.1078
Cl 1.99772 -9.43698 -0.08382 -0.025 0.167 -0.014 -0.1527
Cl 0.24241 -3.97637 -8.83223 0.086 0.000 0.012 -0.1624
Cl -1.86043 -1.98467 -9.22756 0.025 0.092 0.018 -0.1452
Cl -7.88944 10.77342 0.09290 0.044 -0.004 0.060 -0.1541
Cl -5.31703 6.38032 0.13293 0.073 0.008 -0.063 -0.1272
Cl -1.90367 3.32980 0.01290 0.185 -0.168 -0.280 -0.1884
Cl 0.38078 -0.95675 6.86797 0.084 -0.033 0.002 -0.1499
Cl -2.38841 -1.50255 7.61837 0.029 0.083 0.123 -0.1214
Cl -6.32908 2.97883 5.27997 0.054 0.030 -0.030 -0.1539
Cl -1.01708 2.75925 4.57333 -0.043 -0.051 0.117 -0.1527
Cl 1.16746 0.33203 -7.04158 0.167 0.043 0.155 -0.1499
Cl 4.03817 -11.46475 0.42748 0.050 0.040 -0.017 -0.1625
Cl 4.49717 0.18359 -1.81099 1.137 0.180 -1.135 -0.2151
Cl 7.82040 -0.89988 -4.13766 0.065 0.020 0.066 -0.1534
Cl 5.00010 -2.65659 -1.41354 0.041 0.039 0.014 -0.1216
Cl 3.07633 13.22953 -0.35315 -0.011 -0.053 -0.077 -0.1552
Cl -1.34857 -1.70633 -4.11756 0.089 -0.105 -0.172 -0.2096
Cl 3.29663 -7.48416 -3.17566 0.052 -0.016 -0.126 -0.0982
Cl 0.99628 -5.77569 -2.61808 -0.108 0.140 0.023 -0.0767
Cl -2.00508 10.45960 -1.47875 -0.042 -0.049 -0.016 -0.1605
Cl 6.96848 -3.27014 -5.62033 -0.029 -0.047 0.052 -0.1366
Cl 1.09511 13.81854 1.71005 -0.081 -0.030 -0.005 -0.1520
Cl 2.73164 -4.69253 0.99925 2.549 -3.266 -3.094 0.0261
Cl -5.48895 -2.40461 4.03762 -0.023 0.042 0.037 -0.1485
Cl -3.44142 0.29279 -4.50743 0.122 0.013 0.020 -0.1566
Cl 5.10662 -6.30165 0.41728 0.019 0.025 -0.052 -0.2012
Cl 0.36618 -5.41210 6.10138 0.100 0.043 0.207 -0.1065
Cl -8.89198 8.21517 -0.90196 0.029 -0.093 0.030 -0.1517
F 0.64741 -0.01713 -1.72995 -0.047 -0.431 0.098 -0.2803
O 3.43760 -3.01605 2.30610 -0.527 3.313 1.362 -0.4432
O 2.04348 -1.59072 3.35567 -0.575 0.158 -1.061 -0.2925
N 1.61567 1.69287 2.04253 0.123 -0.347 -0.449 -0.4485
N -0.26954 -2.00155 -1.18435 -0.706 0.314 -0.644 0.7018
C -1.70566 0.00855 -4.43019 -0.188 0.471 -0.120 0.5147
C 3.62841 -5.59427 -0.24487 -0.271 -0.325 -0.134 0.0776
C -1.38556 1.06755 4.21668 0.162 -0.296 0.081 0.7460
C 1.43845 -2.30072 1.01030 -2.076 -1.085 -0.504 0.4043
C 3.73250 -9.77237 0.03119 0.157 -0.012 0.024 -0.0717
C 2.46105 0.00448 0.39431 -1.627 0.088 0.260 -0.0551
C 7.89209 -2.66593 -4.24028 0.078 -0.127 0.065 -0.1867
C 1.56316 1.17989 0.88776 0.484 -0.563 -0.440 -0.2009
C 4.61437 -1.39825 -2.59126 -0.049 -0.184 -0.253 0.1319
C -0.96212 4.13497 1.27556 0.061 0.125 0.105 0.3086
C -0.76051 -2.16752 7.47208 -0.022 -0.200 -0.031 0.2124
C -0.42102 -3.11497 -0.42537 0.291 -0.839 1.168 -1.0538
C 1.86129 -6.71159 -3.85131 0.041 -0.125 -0.192 -0.4323
C -0.11946 -2.27568 -9.16016 0.025 0.048 -0.008 0.2789
C 1.48623 -1.18828 0.16615 1.398 0.849 0.487 0.7341
C 0.62284 -1.06740 -0.93284 0.281 -0.769 1.044 0.1712
C 0.37673 -3.35361 0.66292 1.812 1.794 1.314 -0.0296
C 2.44524 -2.34549 2.28714 0.239 -0.483 -0.253 -0.0193
C -4.59534 2.66800 5.37468 -0.059 0.205 -0.088 -0.0018
C -5.31772 4.66543 -0.29485 -0.025 -0.051 -0.130 -0.3000
C 0.04471 -7.09413 5.68162 0.070 0.100 0.152 -0.3624
C -4.99266 -2.98186 5.63149 -0.114 0.054 0.065 -0.0568
C -1.25861 8.89975 -1.11723 -0.107 -0.048 -0.023 -0.0707
C -7.95465 9.02777 0.35729 0.021 0.006 0.095 0.0502
C 1.40710 12.99179 0.17934 -0.082 -0.088 -0.028 0.0575
C 0.81279 2.03927 -7.35584 -0.019 0.246 -0.078 -0.3322
H 0.81601 1.52846 0.15059 0.268 0.068 0.476 0.2831
H -1.25643 0.29328 -5.37842 -0.052 -0.227 0.031 -0.1961
H 2.98789 0.24617 -0.57029 -1.021 -0.268 1.661 -0.5865
H 7.47724 -3.08682 -3.32958 -0.051 0.060 -0.046 0.1949
H -1.42100 3.93103 2.23466 -0.103 0.015 -0.087 -0.0983
H 1.19551 -7.47627 -4.23687 -0.001 -0.008 0.149 0.3037
H 2.16571 -6.04609 -4.65198 0.021 0.059 0.121 0.3207
H 2.35954 1.20374 2.55310 -0.065 0.440 0.228 0.2012
H -0.78173 -7.46619 6.27784 -0.089 0.110 -0.136 0.3070
H 5.39930 -1.36390 -3.34018 0.011 0.102 0.123 0.0059
H 1.22940 11.92938 0.31203 0.071 0.065 0.054 0.0030
H 0.32070 -2.00048 -10.11288 -0.077 -0.100 -0.011 0.2915
H -1.28566 0.60829 -3.62880 -0.027 -0.113 0.049 0.0493
H 8.92806 -2.96794 -4.34978 -0.035 0.084 -0.091 0.3162
H 0.30104 -1.67068 -8.36539 -0.101 -0.129 -0.060 -0.2379
H -1.20003 -3.84461 -0.65288 0.140 0.547 -0.389 0.5363
H -5.81105 -3.53931 6.07428 0.047 -0.061 -0.106 0.3144
H 0.73738 13.38754 -0.57663 0.074 0.082 0.044 0.2462
H 0.04988 3.74684 1.25967 -0.003 0.027 -0.021 0.0857
H -4.52143 4.48425 -1.00981 0.064 0.058 0.122 0.1918
H 2.99919 -6.39132 -0.62800 0.061 -0.037 0.147 -0.0247
H -0.78556 -3.00187 6.77830 -0.087 0.131 -0.048 -0.3046
H -6.27707 4.41419 -0.73471 -0.021 0.054 0.129 0.3232
H 3.17389 -0.24956 1.20029 -0.062 0.115 -0.633 0.7760
H -0.42943 -2.50523 8.44847 -0.012 0.146 0.002 0.3726
H 3.89261 -4.91614 -1.04641 -0.009 0.007 0.065 0.0659
H -2.22840 0.75785 4.82708 0.163 0.095 -0.170 -0.3269
H -4.74560 -2.12763 6.25283 0.084 -0.013 -0.095 -0.0068
H 1.25995 2.32271 -8.30258 -0.067 -0.128 -0.017 0.3058
H 0.93326 -7.68603 5.87371 0.036 0.084 -0.171 0.3362
H 4.15853 -9.14673 0.80793 -0.092 -0.051 0.025 0.2060
H -1.16660 8.33277 -2.03739 0.071 0.097 0.001 0.2887
H -4.15989 2.79969 4.38892 -0.055 -0.103 0.009 -0.0731
H -6.94484 8.63458 0.34901 -0.036 0.048 -0.107 -0.0269
H -0.51501 0.46354 4.44897 0.041 0.094 -0.111 -0.0784
H -0.90294 -1.85002 -1.98828 0.263 -0.125 0.089 -0.0996
H 2.58717 -0.78930 3.40264 0.077 -0.280 0.344 0.3316
H 3.66382 -1.63189 -3.06084 -0.012 0.026 0.106 0.1825
H 4.19575 -9.54605 -0.92374 -0.094 -0.066 -0.012 0.1754
H -4.14933 3.36684 6.07418 -0.044 -0.103 0.058 0.3290
H -8.42010 8.83589 1.31818 -0.073 0.051 -0.077 0.2782
H 1.23317 2.63830 -6.55520 -0.055 -0.105 0.045 0.2990
H -1.88740 8.36460 -0.41314 0.036 0.099 0.041 0.0960
```
Forces are in eV/Å.

## Properties
**Multiplicity**: 1
**Energy**: -18240.53909 Ha
**Highest occupied orbital energy**: -11.223 eV
**Gap between HOMO and LUMO**: 7.07 eV
**Charge**: +1

=====

No. 2
A molecular structure, C26H43Cl3O2OsP2 at a distorted geometry. Source: the OMol25 dataset; level of theory: ωB97M-V/def2-TZVPD.

```
77
Properties=species:S:1:pos:R:3:forces:R:3:mulliken_charge:R:1
Os 1.28831 0.02667 -1.71297 3.567 -2.134 2.788 1.5317
Cl -0.36215 -0.13282 4.77555 0.075 -0.234 -0.017 -0.1081
Cl 1.93043 0.55615 6.42297 -0.251 -0.172 -0.704 -0.0648
Cl 2.10378 -1.76505 4.72808 -0.169 0.261 -0.045 -0.1043
P 2.51566 0.92798 0.71661 -0.477 0.282 1.549 0.3184
P 1.82964 -2.21008 0.24419 -0.549 0.023 -0.249 1.2558
O 2.53481 1.79064 3.94098 -1.321 -2.265 -0.783 -0.6763
O 1.59928 0.31538 2.44662 0.468 -0.176 -0.238 -0.2116
C -0.22262 2.57764 -2.84971 0.437 0.256 -0.263 -1.3063
C 1.91328 -3.78073 -0.68117 0.326 0.039 -0.185 -1.2193
C 1.40893 -0.11951 4.86934 0.271 0.349 -0.322 0.6652
C 0.94121 -2.80855 1.70829 -0.331 0.386 0.268 -1.0517
C -0.50255 2.09313 0.30199 0.570 0.104 0.264 -0.6204
C 5.11571 -1.53613 -2.26794 0.563 0.449 0.242 -1.3492
C 5.33397 0.99350 -2.34603 -0.214 1.451 -1.172 0.1928
C 3.51453 -1.75103 0.85636 -0.081 -0.119 0.279 -1.4721
C 2.99674 -0.68917 -3.43201 1.145 -1.701 -0.123 -1.2854
C -1.36898 -0.78981 0.75018 -0.001 -0.462 0.457 -1.4176
C -0.81618 -0.31325 -0.54179 -0.693 0.913 0.582 0.8333
C -0.77165 -0.99392 -1.79235 -0.345 0.102 -0.192 0.7855
C 1.91012 0.76574 3.63107 1.367 1.877 2.119 0.1281
C 6.01863 -0.30065 -2.57069 0.445 -0.817 0.005 -1.0363
C -1.32390 -2.36413 -2.04674 0.332 0.096 -0.211 -1.8982
C 3.00241 2.58679 1.31188 0.353 0.125 0.278 -1.2939
C 4.53412 1.63365 -3.24817 3.122 0.165 0.226 -0.6702
C 2.57331 1.66865 -1.01608 0.638 1.086 -1.102 -1.9299
C 3.90745 -0.26062 0.82538 -0.099 0.260 0.046 -0.4530
C -0.65871 -0.24261 -4.27661 0.317 -0.227 -0.022 -1.5129
C -0.24991 1.25526 -2.17067 -2.390 0.346 -0.469 0.1741
C -0.48595 -0.02213 -2.80815 -2.241 0.696 -0.715 -0.5728
C 3.65149 -1.22979 -2.37460 -0.827 -0.570 -0.557 2.0266
C 4.28518 1.14962 -4.64580 -0.643 -0.007 -0.136 -0.9532
C -0.38821 1.03859 -0.74512 -2.182 -0.537 -0.134 0.5368
C 3.71151 -0.28480 -4.69705 -0.012 0.016 -0.493 -1.2334
H -0.38063 3.09356 -0.12258 0.041 -0.125 0.176 0.4178
H 4.38925 0.01907 1.77105 0.090 -0.124 -0.183 0.8363
H 0.24571 1.90903 1.08668 -0.321 0.306 -0.017 -0.0003
H 0.79425 -1.97582 2.40767 0.002 -0.430 -0.147 -0.0565
H 3.65841 1.79032 -1.16049 -0.431 -0.188 0.254 0.8253
H -1.66784 -1.84988 0.69058 0.153 0.491 0.155 0.3618
H 2.37660 1.24839 -2.09396 1.089 1.124 -0.656 -0.6853
H -0.03277 -3.22743 1.41188 0.410 0.111 0.125 0.3829
H 2.96901 2.60777 2.41195 0.159 -0.005 -0.476 0.6258
H 1.54708 -3.59016 2.19348 -0.165 0.215 -0.189 0.5490
H -1.47963 2.04403 0.80564 0.213 -0.076 -0.307 0.3343
H 6.90577 -0.33245 -1.91554 -0.347 -0.110 -0.284 0.5123
H -0.81024 -2.83470 -2.89465 -0.210 -0.045 0.263 0.4155
H 6.41472 -0.35962 -3.59221 -0.230 0.047 0.092 0.3105
H 5.36758 -2.37210 -2.94245 -0.175 0.280 0.126 0.7335
H 4.60973 -0.04827 0.00616 -0.193 0.016 0.249 0.0215
H 0.54004 3.22200 -2.39562 -0.243 0.056 -0.251 0.3319
H 2.53780 -4.50503 -0.13587 -0.202 0.142 -0.232 0.4642
H 2.28276 3.31629 0.91733 0.243 -0.192 0.171 0.3920
H 0.89210 -4.17649 -0.77367 0.303 0.117 0.111 0.4244
H 4.01402 2.82479 0.93994 -0.370 -0.037 0.099 0.4315
H 2.15609 2.68744 -1.01771 -0.156 -0.648 -0.007 0.8538
H -2.39396 -2.27298 -2.30044 0.370 -0.020 0.079 0.3612
H -1.23652 -2.98897 -1.15758 -0.006 -0.074 -0.163 0.4086
H 0.01247 2.43643 -3.91493 -0.094 0.297 0.354 0.3617
H -0.11984 0.51767 -4.83862 -0.037 -0.072 -0.175 0.3934
H 3.54784 -2.10225 1.89444 0.047 -0.037 -0.198 0.6213
H 5.20453 1.21271 -5.25778 -0.314 -0.027 0.321 0.3785
H -1.19668 3.08158 -2.75676 0.272 -0.208 -0.047 0.3105
H -0.65246 -0.64390 1.57648 -0.302 -0.093 -0.259 0.1180
H 4.23686 -2.32837 0.27513 -0.029 -0.034 0.216 0.5129
H 4.52379 -1.00067 -4.89793 -0.274 0.110 0.256 0.3881
H 3.56086 1.82933 -5.11653 0.226 -0.140 0.063 0.4178
H -1.71797 -0.20333 -4.56121 0.197 0.021 0.132 0.3751
H 1.90648 -0.80852 -3.55163 -0.025 -0.243 0.012 1.2562
H -2.27167 -0.21474 1.02782 0.312 -0.147 -0.264 0.4301
H 4.48593 2.72223 -3.16943 -0.682 -0.179 0.559 0.5444
H -0.27101 -1.22842 -4.55003 -0.097 0.119 -0.173 0.3488
H 2.30320 -3.61555 -1.68831 0.056 -0.217 0.113 0.3636
H 3.06119 -1.59947 -1.52983 0.082 -0.138 -0.544 -1.1819
H 5.36914 -1.89368 -1.25492 -0.280 0.096 -0.430 -0.0601
H 3.03276 -0.36531 -5.55934 0.171 -0.020 0.309 0.3744
H 5.69672 1.51124 -1.45182 -0.421 0.216 -0.206 0.7876
```
Forces are in eV/Å.

## Properties
**Expectation value of S²**: 6.03
**Multiplicity**: 5
**Energy**: -3320.09601 Ha
**Highest occupied orbital energy (alpha / beta)**: -12.841 / -14.863 eV
**Gap between HOMO and LUMO (alpha / beta)**: 6.72 / 6.20 eV
**Charge**: +2